Version a
Entry from OMol25: 2 unconnected molecules or ions with the total composition C3H7FNO (ωB97M-V/def2-TZVPD).

ORCA input file:
```
! RIJCOSX wB97M-V def2-TZVPD def2/J DEFGRID3
* xyz 1 1
C 2.667 -0.773 -0.012
C 0.679 -1.059 -0.768
C -0.160 0.134 -0.477
N -0.174 0.600 0.957
O 3.463 -1.662 0.043
F 2.725 0.411 0.704
H 0.418 -1.938 -0.268
H 0.870 -1.124 -1.893
H 0.059 0.991 -1.067
H -1.192 -0.226 -0.777
H -0.756 1.362 0.943
H 0.683 1.239 1.105
H -0.364 -0.169 1.595
*
```

As for the HOMO-LUMO gap: 0.3825 Ha. The value obtained for the molar mass is 92.09 g mol⁻¹.

---

Version b
Entry from OMol25: 2 unconnected molecules or ions with the total composition C3H7FNO (ωB97M-V/def2-TZVPD).

ORCA input file:
```
! RIJCOSX wB97M-V def2-TZVPD def2/J DEFGRID3
* xyz 1 1
C 0.628 1.191 -0.670
C -0.764 0.189 1.146
C -0.145 -1.114 -0.815
N -0.078 0.053 -0.066
O 1.058 1.103 -1.762
F 1.933 0.200 0.872
H 0.661 2.059 -0.003
H -0.681 -0.717 1.759
H -0.425 1.060 1.711
H -1.843 0.312 0.955
H 0.784 -1.710 -0.742
H -0.962 -1.765 -0.496
H -0.168 -0.860 -1.889
*
```

As for the HOMO-LUMO gap (alpha / beta): 0.2545 / 0.2547 Ha. The value obtained for the molar mass is 92.09 g mol⁻¹.

---

Short version: version b is the least stable of them.

---

Version a
Entry from OMol25: C3H6N2S in the gas phase (ωB97M-V/def2-TZVPD).

ORCA input file:
```
! RIJCOSX wB97M-V def2-TZVPD def2/J DEFGRID3
* xyz 0 1
S -2.594 -0.728 -0.103
C -1.876 0.743 0.055
N -0.553 1.024 0.066
N 0.330 0.171 -0.590
C 0.641 -1.155 0.046
C 1.734 -0.227 -0.024
H -2.636 1.696 -0.126
H -0.438 2.016 -0.144
H 0.390 -2.017 -0.650
H 0.231 -1.522 0.962
H 2.068 0.173 1.084
H 2.704 -0.173 -0.575
*
```

As for the HOMO-LUMO gap: 0.3282 Ha. As for the SMILES: S=CNN1CC1. The value obtained for the molar mass is 102.16 g mol⁻¹.

---

Version b
Entry from OMol25: C3H6N2S in the gas phase (ωB97M-V/def2-TZVPD).

ORCA input file:
```
! RIJCOSX wB97M-V def2-TZVPD def2/J DEFGRID3
* xyz 0 1
C 1.303 1.969 -0.722
C 0.211 1.229 -0.449
N 0.200 -0.179 0.034
C -0.885 -0.891 0.413
N -0.656 -2.144 0.562
S -2.515 -0.074 0.464
H 1.011 2.932 -1.065
H 2.321 1.738 -0.521
H -0.806 1.486 -0.365
H 1.109 -0.718 0.135
H 0.185 -2.622 0.549
H -1.477 -2.726 0.965
*
```

As for the HOMO-LUMO gap: 0.3163 Ha. As for the SMILES: C=CNC(N)=S. The value obtained for the molar mass is 102.16 g mol⁻¹.

---

Version c
Entry from OMol25: C3H6N2S in the gas phase (ωB97M-V/def2-TZVPD).

ORCA input file:
```
! RIJCOSX wB97M-V def2-TZVPD def2/J DEFGRID3
* xyz 0 1
C 2.450 -0.425 0.023
C 1.085 -0.518 -0.094
N 0.405 0.688 -0.002
C -0.996 0.733 -0.006
N -1.685 -0.341 0.157
S -3.388 -0.157 -0.094
H 2.871 0.588 -0.084
H 3.167 -1.331 -0.127
H 0.385 -1.280 -0.337
H 0.806 1.586 0.209
H -1.395 1.760 -0.149
H -3.705 -1.305 0.504
*
```

As for the HOMO-LUMO gap: 0.3246 Ha. As for the SMILES: C=CN/C=N/S. The value obtained for the molar mass is 102.16 g mol⁻¹.

---

Short version: version a is the least stable of them.

---

Version a
Entry from OMol25: C3H6N2S in the gas phase (ωB97M-V/def2-TZVPD).

ORCA input file:
```
! RIJCOSX wB97M-V def2-TZVPD def2/J DEFGRID3
* xyz 0 1
C 0.044 1.236 -0.096
C -0.972 -0.936 -0.318
C 0.177 -0.015 -0.462
N 2.522 1.388 1.289
N 2.171 0.492 1.927
S 1.421 2.342 -0.156
H -0.769 1.605 0.527
H -1.923 -0.588 -0.203
H -0.755 -1.470 0.517
H -1.034 -1.639 -1.026
H 1.167 -0.464 -0.599
H 3.264 2.106 1.392
*
```

As for the HOMO-LUMO gap (alpha / beta): 0.3053 / 0.3053 Ha. The value obtained for the molar mass is 102.16 g mol⁻¹.

---

Version b
Entry from OMol25: C3H6N2S in the gas phase (ωB97M-V/def2-TZVPD).

ORCA input file:
```
! RIJCOSX wB97M-V def2-TZVPD def2/J DEFGRID3
* xyz 0 1
N 0.816 1.653 0.056
C 0.449 0.358 -0.106
S 1.533 -0.837 0.079
N -0.911 0.185 -0.625
C -1.623 -1.021 -0.070
C -1.922 0.327 0.453
H 1.813 1.895 0.394
H 0.314 2.244 -0.819
H -0.821 -1.467 0.578
H -2.102 -1.508 -0.841
H -2.746 0.966 0.152
H -1.744 0.417 1.582
*
```

As for the HOMO-LUMO gap: 0.3335 Ha. As for the SMILES: NC(=S)N1CC1. The value obtained for the molar mass is 102.16 g mol⁻¹.

---

Short version: version a is the least stable of them.

---

Version a
Entry from OMol25: C3H6N2S in the gas phase (ωB97M-V/def2-TZVPD).

ORCA input file:
```
! RIJCOSX wB97M-V def2-TZVPD def2/J DEFGRID3
* xyz 0 1
C 1.132 0.947 0.382
C 0.454 -0.418 0.267
C -2.044 0.278 0.031
N 1.710 -0.106 -0.236
N 2.641 -0.733 -0.846
S -0.848 -0.738 -0.851
H 1.042 2.002 0.504
H 0.551 -0.911 1.217
H -2.158 0.070 1.083
H -2.949 -0.108 -0.315
H -1.874 1.346 -0.135
H 2.344 -1.629 -1.102
*
```

As for the HOMO-LUMO gap: 0.3292 Ha. The value obtained for the molar mass is 102.16 g mol⁻¹.

---

Version b
Entry from OMol25: a molecular structure, C3H6N2S (ωB97M-V/def2-TZVPD).

ORCA input file:
```
! RIJCOSX wB97M-V def2-TZVPD def2/J DEFGRID3
* xyz 0 1
C -0.508 -1.036 0.107
C -0.288 -0.182 1.096
C 0.826 0.808 0.917
H 0.136 -0.004 -1.544
H -0.133 -1.908 -1.737
H -0.895 -1.965 0.556
H -0.799 -0.397 2.001
H 1.859 0.701 1.466
H -1.328 1.492 -0.573
N 0.292 -1.179 -1.071
N 1.055 1.557 -0.088
S -0.217 2.112 -1.132
*
```

As for the HOMO-LUMO gap: 0.3555 Ha. The value obtained for the molar mass is 102.16 g mol⁻¹.

---

Short version: version a is the least stable of them.

---

Version a
Entry from OMol25: 2 unconnected molecules or ions with the total composition C5H13NOS (ωB97M-V/def2-TZVPD).

ORCA input file:
```
! RIJCOSX wB97M-V def2-TZVPD def2/J DEFGRID3
* xyz 0 1
C -1.021 2.176 0.981
C 0.106 -0.068 1.494
C 1.296 1.557 -0.129
C -0.716 -2.427 -2.330
C 0.021 1.063 0.579
N -1.082 -1.709 -1.135
O -0.169 0.293 -2.580
S -1.203 -0.004 -1.587
H -1.694 2.546 0.082
H -1.579 1.900 1.838
H -0.460 3.019 1.132
H 0.863 -0.838 1.153
H -0.782 -0.617 1.549
H 0.568 0.289 2.443
H 2.007 0.934 -0.605
H 0.918 2.323 -0.803
H 2.096 1.993 0.579
H 0.291 -2.029 -2.645
H -0.575 -3.513 -2.216
H -1.493 -2.202 -3.130
H -1.954 -1.991 -0.763
*
```

As for the HOMO-LUMO gap (alpha / beta): 0.2980 / 0.2648 Ha. The value obtained for the molar mass is 135.23 g mol⁻¹.

---

Version b
Entry from OMol25: a molecular structure, C5H13NOS (ωB97M-V/def2-TZVPD).

ORCA input file:
```
! RIJCOSX wB97M-V def2-TZVPD def2/J DEFGRID3
* xyz 0 1
C -0.303 -0.532 -1.081
N -1.327 0.308 0.064
C -2.501 0.636 -0.699
O -3.605 1.108 0.065
C 0.398 -1.731 -0.397
C 0.877 -1.397 1.059
C 1.491 0.002 1.216
S 2.514 0.747 -0.091
H -1.056 -0.957 -1.778
H 0.397 0.051 -1.701
H -0.436 0.571 -0.488
H -2.467 1.382 -1.506
H -2.780 -0.308 -1.198
H -3.418 1.130 1.010
H -0.207 -2.634 -0.521
H 1.317 -1.888 -0.973
H -0.047 -1.270 1.639
H 1.409 -2.243 1.506
H 0.655 0.696 1.324
H 2.068 0.119 2.151
H 3.636 0.225 0.437
*
```

As for the HOMO-LUMO gap: 0.3605 Ha. The value obtained for the molar mass is 135.23 g mol⁻¹.

---

Short version: version b is the least stable of them.

---

Version a
Entry from OMol25: C5H13NOS in the gas phase (ωB97M-V/def2-TZVPD).

ORCA input file:
```
! RIJCOSX wB97M-V def2-TZVPD def2/J DEFGRID3
* xyz 0 1
C 1.808 -0.535 -1.264
C 0.551 0.250 -0.893
C -0.528 -0.557 -0.152
C -0.025 -1.406 1.055
S -1.414 -2.428 1.623
N 0.936 1.419 -0.113
C 0.138 2.594 -0.254
O -0.017 3.069 -1.585
H 2.156 -1.249 -0.511
H 1.712 -1.192 -2.131
H 2.665 0.082 -1.545
H 0.130 0.514 -1.871
H -1.043 -1.244 -0.806
H -1.107 0.239 0.309
H 0.871 -1.912 0.732
H 0.282 -0.773 1.880
H -1.282 -2.142 2.917
H 1.924 1.568 -0.014
H 0.639 3.386 0.240
H -0.832 2.455 0.182
H 0.615 2.673 -2.158
*
```

As for the HOMO-LUMO gap: 0.3586 Ha. As for the SMILES: C[C@@H](CCS)NCO. The value obtained for the molar mass is 135.23 g mol⁻¹.

---

Version b
Entry from OMol25: 2 unconnected molecules or ions with the total composition C5H13NOS (ωB97M-V/def2-TZVPD).

ORCA input file:
```
! RIJCOSX wB97M-V def2-TZVPD def2/J DEFGRID3
* xyz 0 1
C 2.457 -0.491 2.025
C 1.600 -1.754 1.643
N 0.541 -2.003 2.498
O 1.838 -2.518 0.677
H 2.288 -0.217 3.067
H 2.158 0.322 1.345
H 3.484 -0.783 2.024
H 0.326 -1.334 3.261
H -0.047 -2.804 2.332
C -2.219 2.485 -2.409
C -1.133 1.545 -1.803
S -1.713 -0.182 -1.718
C -0.403 -0.883 -0.688
H -1.874 3.563 -2.373
H -3.162 2.461 -1.849
H -2.459 2.311 -3.463
H -0.984 1.844 -0.764
H -0.256 1.512 -2.439
H 0.591 -0.771 -1.193
H -0.405 -0.341 0.293
H -0.625 -1.962 -0.467
*
```

As for the HOMO-LUMO gap: 0.3289 Ha. As for the SMILES: CC(N)=O.CCSC. The value obtained for the molar mass is 135.23 g mol⁻¹.

---

Version c
Entry from OMol25: 2 unconnected molecules or ions with the total composition C5H13NOS (ωB97M-V/def2-TZVPD).

ORCA input file:
```
! RIJCOSX wB97M-V def2-TZVPD def2/J DEFGRID3
* xyz 0 1
C 1.608 -1.360 -1.891
C 0.914 -1.553 -0.575
C 1.556 -1.698 0.568
O 0.893 -1.902 1.753
H 1.365 -0.385 -2.317
H 2.693 -1.456 -1.786
H 1.297 -2.121 -2.612
H -0.173 -1.543 -0.588
H 2.640 -1.697 0.607
H 1.478 -1.697 2.487
N -1.030 0.804 1.992
C -0.929 1.774 0.910
C -1.696 1.248 -0.295
S -1.606 2.459 -1.648
H -0.554 -0.062 1.761
H -0.600 1.160 2.836
H 0.104 1.988 0.602
H -1.384 2.712 1.229
H -1.266 0.313 -0.645
H -2.725 1.085 0.006
H -2.582 1.930 -2.394
*
```

As for the HOMO-LUMO gap: 0.3499 Ha. As for the SMILES: C/C=C/O.NCCS. The value obtained for the molar mass is 135.23 g mol⁻¹.

---

Short version: version c is the least stable of them.